No. 1
ORCA calculation (ωB97M-V with the def2-TZVPD basis set) on a structure of composition C4H5NO at a distorted geometry.

Output
Highest occupied orbital energy   -8.809 eV
Energy relative to the best compared isomer or geometry (same formula, charge and spin)   637.0 kJ/mol
Maximum force   0.0203 hartree/bohr

XYZ file:
```
11
C4H5NO (ωB97M-V with the def2-TZVPD basis set)
N -0.443 2.963 -0.671
C 0.041 1.914 -0.606
C 0.714 0.626 -0.486
C -0.972 -0.254 0.178
C -0.311 -1.534 0.419
O 0.583 -0.493 0.806
H 1.749 0.833 -0.175
H 0.704 0.081 -1.426
H -1.530 0.104 1.052
H -0.570 -2.088 1.319
H 0.035 -2.154 -0.410
```

=====

No. 2
ORCA calculation (ωB97M-V with the def2-TZVPD basis set) on an isolated molecule of C20H20N4O5S2 at a distorted geometry.

Output
Highest occupied orbital energy   -8.844 eV
SMILES   CN(C)S(=O)(=O)c1ccc(C(=O)NCCN2C(=O)S/C(=C\c3cccnc3)C2=O)cc1
Energy relative to the best compared isomer or geometry (same formula, charge and spin)   0.0 kJ/mol
Maximum force   0.0214 hartree/bohr

XYZ file:
```
51
C20H20N4O5S2 (ωB97M-V with the def2-TZVPD basis set)
C -6.136 -0.616 1.710
N -5.615 -1.641 0.842
C -4.798 -2.644 1.475
S -5.043 -1.092 -0.630
O -6.020 -0.188 -1.156
O -4.667 -2.241 -1.396
C -3.564 -0.164 -0.206
C -3.678 1.179 0.100
C -2.558 1.885 0.501
C -1.331 1.236 0.605
C -0.080 1.932 1.029
O 0.821 1.350 1.606
N -0.024 3.255 0.723
C 1.204 3.995 0.892
C 2.101 3.890 -0.351
N 2.401 2.498 -0.620
C 1.551 1.739 -1.372
O 0.591 2.132 -1.976
S 2.094 0.045 -1.346
C 3.404 0.410 -0.242
C 4.302 -0.412 0.334
C 4.468 -1.837 0.216
C 3.689 -2.665 -0.601
C 3.948 -4.023 -0.625
C 4.978 -4.519 0.162
N 5.726 -3.752 0.939
C 5.480 -2.461 0.965
C 3.426 1.852 0.054
O 4.221 2.426 0.755
C -1.237 -0.123 0.310
C -2.355 -0.824 -0.103
H -5.341 -0.085 2.251
H -6.815 -1.068 2.433
H -6.687 0.084 1.088
H -5.404 -3.206 2.185
H -4.447 -3.313 0.694
H -3.939 -2.209 2.004
H -4.641 1.655 0.001
H -2.650 2.930 0.758
H -0.680 3.610 0.044
H 0.972 5.043 1.091
H 1.727 3.563 1.749
H 3.048 4.404 -0.173
H 1.600 4.301 -1.231
H 5.002 0.088 0.996
H 2.899 -2.251 -1.206
H 3.363 -4.684 -1.245
H 5.220 -5.574 0.174
H 6.116 -1.875 1.616
H -0.280 -0.612 0.411
H -2.304 -1.869 -0.364
```

=====

No. 3
ORCA calculation (ωB97M-V with the def2-TZVPD basis set) on the ion C3H6Cl3N2 with charge +1 at a distorted geometry.

Output
Net charge   +1
Highest occupied orbital energy   -13.786 eV
SMILES   [H]/N=C(/C[NH3+])C(Cl)(Cl)Cl
Energy relative to the best compared isomer or geometry (same formula, charge and spin)   180.5 kJ/mol
Maximum force   0.1023 hartree/bohr

XYZ file:
```
14
C3H6Cl3N2 (ωB97M-V with the def2-TZVPD basis set)
H -0.836 -2.142 -0.633
N -0.584 -1.539 0.062
C -0.125 -0.461 -0.265
C 0.354 0.677 0.517
N 0.602 0.332 1.961
C -0.350 -0.077 -2.045
Cl 0.713 1.156 -2.620
Cl -2.033 0.452 -1.866
Cl -0.504 -1.643 -2.973
H 1.285 1.141 0.088
H -0.463 1.447 0.650
H 0.111 -0.567 2.184
H 0.373 1.041 2.611
H 1.458 0.184 2.330
```

=====

No. 4
ORCA calculation (ωB97M-V with the def2-TZVPD basis set) on a cluster of 2 separate species, C2H6ClN in total at a distorted geometry.

Output
Highest occupied orbital energy   -9.066 eV
Energy relative to the best compared isomer or geometry (same formula, charge and spin)   207.3 kJ/mol
Maximum force   0.0589 hartree/bohr

XYZ file:
```
10
C2H6ClN (ωB97M-V with the def2-TZVPD basis set)
C -0.056 -0.273 -0.713
C 1.473 1.497 2.091
N 2.375 0.767 1.408
Cl 0.234 0.498 2.871
H -0.439 -0.872 -1.522
H 0.698 0.496 -1.016
H -0.924 0.321 -0.300
H 0.289 -0.900 0.041
H 2.392 -0.279 1.247
H 3.040 1.313 0.795
```

=====

No. 5
ORCA calculation (ωB97M-V with the def2-TZVPD basis set) on an isolated molecule of C4H8N2O at a distorted geometry.

Output
Highest occupied orbital energy   -8.304 eV
SMILES   C/C=C(/N)NC=O
Energy relative to the best compared isomer or geometry (same formula, charge and spin)   341.3 kJ/mol
Maximum force   0.0493 hartree/bohr

XYZ file:
```
15
C4H8N2O (ωB97M-V with the def2-TZVPD basis set)
C -1.111 1.555 -0.233
C 0.176 0.791 -0.431
C 0.655 -0.095 0.530
N 1.983 -0.455 0.606
N -0.206 -0.991 1.105
C -0.679 -1.798 -0.433
O -0.311 -2.855 -0.748
H -1.368 2.080 -1.154
H -1.937 0.882 0.017
H -1.023 2.319 0.543
H 0.928 1.328 -1.002
H 2.612 -0.117 -0.105
H 2.153 -1.401 0.914
H -1.077 -0.553 1.382
H -0.795 -0.688 -0.993
```

=====

No. 6
ORCA calculation (ωB97M-V with the def2-TZVPD basis set) on a structure of composition C27H32ClN3O5STm at a distorted geometry.

Output
Net charge   -1
Highest occupied orbital energy (spin up / spin down)   -1.277 / -1.297 eV
Energy relative to the best compared isomer or geometry (same formula, charge and spin)   137.0 kJ/mol
Maximum force   0.0826 hartree/bohr
Multiplicity   3

XYZ file:
```
70
C27H32ClN3O5STm (ωB97M-V with the def2-TZVPD basis set)
Tm -0.454 -0.026 0.380
Cl -2.575 0.605 1.647
N -1.506 -1.666 -0.666
N 0.489 1.898 0.943
C -2.416 -1.649 -1.621
C 0.244 3.137 0.562
C -1.622 -2.941 0.115
C -3.041 -3.356 -0.279
C -1.421 -2.731 1.631
C -0.519 -3.816 -0.474
H -2.145 -1.994 2.014
H -0.383 -2.424 1.887
H -1.605 -3.713 2.079
H -0.704 -3.902 -1.553
H -0.588 -4.777 0.031
H 0.463 -3.348 -0.306
C 1.130 1.907 2.299
C 0.738 3.314 2.759
C 2.615 1.735 1.996
C 0.605 0.781 3.215
H -0.492 0.840 3.302
H 1.074 0.964 4.186
H 0.897 -0.236 2.874
H 2.916 2.547 1.321
H 2.788 0.775 1.489
H 3.132 1.780 2.953
O 0.427 4.066 1.505
H 1.561 3.814 3.278
H -0.211 3.269 3.312
O -3.323 -2.627 -1.556
H -3.760 -2.950 0.448
H -3.114 -4.433 -0.459
C -2.483 -0.615 -2.700
C -0.235 3.524 -0.802
C -1.486 2.845 -1.371
H 0.603 3.283 -1.494
H -0.397 4.608 -0.748
C -1.410 1.424 -1.630
C -2.567 0.858 -2.288
H 0.208 0.632 -1.877
C -3.603 1.675 -2.828
C -3.562 3.058 -2.636
C -4.659 1.080 -3.715
C -2.527 3.656 -1.914
H -4.333 3.687 -3.091
C -2.444 5.154 -1.837
H -3.356 5.549 -2.282
H -1.584 5.545 -2.398
H -2.376 5.480 -0.794
H -4.231 0.680 -4.645
H -5.353 1.879 -3.969
H -5.196 0.283 -3.191
H -3.362 -0.883 -3.300
H -1.548 -0.732 -3.290
O 2.445 -4.494 2.681
S 2.778 -3.066 2.699
O 3.177 -2.509 3.992
N 1.720 -2.140 1.907
C 2.239 -1.633 0.777
O 1.480 -0.874 0.040
C 3.624 -1.949 0.482
C 4.344 -1.456 -0.626
C 5.680 -1.831 -0.751
C 6.248 -2.671 0.235
C 5.477 -3.129 1.342
C 4.125 -2.762 1.483
H 3.836 -0.806 -1.352
H 6.271 -1.473 -1.606
H 7.308 -2.952 0.108
H 5.950 -3.772 2.079
```

=====

No. 7
ORCA calculation (ωB97M-V with the def2-TZVPD basis set) on a structure of composition ClFZn2 at a distorted geometry.

Output
Net charge   +2
Highest occupied orbital energy   -20.402 eV
Energy relative to the best compared isomer or geometry (same formula, charge and spin)   17.0 kJ/mol
Maximum force   0.0491 hartree/bohr

XYZ file:
```
4
ClFZn2 (ωB97M-V with the def2-TZVPD basis set)
Zn -0.420 0.774 1.517
Zn -0.783 -1.966 -2.038
F 1.391 1.080 1.385
Cl -0.187 0.113 -0.864
```

=====

No. 8
ORCA calculation (ωB97M-V with the def2-TZVPD basis set) on a cluster of 7 separate species, C13H29IO12P2 in total.

Output
Highest occupied orbital energy   -8.678 eV
SMILES   CCP(C)C1=C(CCCC(=O)O)C(=O)C(P(O)O)=C(I)C1=O.O.O.O.O.O.O
Maximum force   0.0075 hartree/bohr

XYZ file:
```
57
C13H29IO12P2 (ωB97M-V with the def2-TZVPD basis set)
C 1.241 -3.095 3.669
C 0.586 -1.765 3.289
P -0.624 -1.917 1.889
C 0.337 -2.944 0.696
C -0.480 -0.289 1.058
C -0.869 -0.033 -0.203
C -1.512 -0.995 -1.167
C -2.780 -1.725 -0.679
C -3.708 -0.902 0.205
C -4.627 -0.002 -0.590
O -4.665 0.055 -1.789
O -5.489 0.742 0.135
C -0.720 1.384 -0.687
O -1.509 1.869 -1.458
C 0.430 2.185 -0.142
P 1.162 3.504 -1.236
O 2.740 3.234 -0.940
O 0.966 2.787 -2.696
C 0.712 1.953 1.140
I 2.064 3.015 2.307
C -0.052 0.888 1.878
O -0.325 0.986 3.051
H 2.102 -3.305 3.034
H 1.601 -3.051 4.698
H 0.553 -3.941 3.595
H 1.359 -1.027 3.059
H 0.023 -1.369 4.134
H 0.785 -3.775 1.238
H -0.336 -3.360 -0.053
H 1.130 -2.387 0.191
H -1.752 -0.451 -2.080
H -0.761 -1.742 -1.437
H -3.354 -1.997 -1.566
H -2.534 -2.659 -0.172
H -4.362 -1.574 0.771
H -3.166 -0.305 0.944
H -5.296 0.654 1.075
H 3.017 2.368 -0.591
H 1.580 2.060 -2.847
O 2.530 6.505 0.091
H 2.823 5.617 -0.143
H 3.286 7.072 -0.087
O -6.463 -2.200 -1.366
H -6.098 -1.526 -1.953
H -7.346 -2.371 -1.703
O -5.943 -1.946 -4.565
H -5.143 -1.987 -5.098
H -6.119 -1.003 -4.478
O 4.700 1.382 -0.456
H 5.406 1.426 0.202
H 5.132 1.622 -1.286
O 6.267 1.017 1.997
H 6.390 1.334 2.897
H 5.651 0.281 2.074
O 6.837 0.750 -2.485
H 6.930 -0.187 -2.679
H 7.693 1.138 -2.689
```